102
Properties=species:S:1:pos:R:3 method="wB97M-V/def2-TZVPD" homo_lumo_gap_ev=7.36 e_lumo_ev=-1.10 largest_force_ev_per_a=3.7
C 5.12 -4.37 -1.02
C 6.42 -4.11 -1.90
S 5.96 -3.13 -3.39
C 4.90 -1.70 -2.91
C 3.37 -2.00 -2.80
C 2.55 -1.23 -1.82
S 3.21 0.03 -0.69
C 1.03 -1.47 -1.71
C 0.38 -2.46 -2.60
B -1.22 -2.68 -2.52
O -2.01 -1.48 -2.57
C -1.94 -4.11 -2.44
C -1.32 -4.99 -1.25
C 1.15 -3.29 -3.59
N 0.66 -4.25 -4.44
S 1.98 -4.81 -5.32
N 3.17 -3.83 -4.65
C 2.66 -3.01 -3.66
H 4.34 -4.87 -1.66
H 4.71 -3.38 -0.67
H 5.44 -5.00 -0.13
H 7.21 -3.55 -1.34
H 6.83 -5.10 -2.27
H 5.27 -1.23 -1.95
H 5.02 -0.92 -3.72
H 4.51 0.33 -1.02
H 0.40 -0.88 -1.00
H -2.38 -1.29 -1.69
H -1.78 -4.61 -3.45
H -3.06 -3.99 -2.34
H -2.07 -5.65 -0.74
H -0.87 -4.26 -0.50
H -0.46 -5.59 -1.69
C 3.50 3.75 -0.61
O 4.32 4.05 0.51
C 5.61 3.47 0.39
C 6.54 4.04 1.45
O 7.11 5.29 1.06
C 6.24 6.41 1.16
C 6.05 6.89 2.59
O 5.04 6.11 3.24
C 4.99 6.36 4.63
H 3.39 2.66 -0.72
H 2.52 4.18 -0.44
H 3.93 4.18 -1.52
H 6.02 3.66 -0.61
H 5.51 2.38 0.54
H 7.39 3.36 1.55
H 6.06 4.11 2.42
H 5.29 6.22 0.66
H 6.74 7.21 0.61
H 5.72 7.93 2.59
H 6.99 6.80 3.15
H 5.93 6.05 5.10
H 4.18 5.76 5.05
H 4.80 7.41 4.83
C -1.95 5.17 7.22
O -1.11 4.55 6.27
C -1.05 3.14 6.45
C -0.39 2.49 5.25
O -1.28 2.27 4.16
C -1.60 3.43 3.40
C -0.48 3.84 2.45
O 0.48 4.63 3.14
C 1.65 4.83 2.37
H -1.60 4.96 8.24
H -1.92 6.25 7.06
H -2.98 4.83 7.10
H -2.07 2.74 6.57
H -0.46 2.94 7.35
H -0.06 1.49 5.55
H 0.50 3.03 4.93
H -1.92 4.26 4.04
H -2.46 3.14 2.79
H -0.89 4.45 1.64
H 0.00 2.95 2.03
H 2.15 3.87 2.18
H 2.33 5.46 2.94
H 1.41 5.32 1.43
C -5.85 -2.15 -3.92
O -6.93 -3.01 -3.64
C -7.44 -3.62 -4.82
C -8.40 -4.74 -4.46
O -7.74 -5.97 -4.16
C -7.13 -6.03 -2.88
C -8.13 -6.24 -1.75
O -8.70 -5.00 -1.36
C -9.80 -5.18 -0.49
H -6.15 -1.36 -4.62
H -5.53 -1.69 -2.99
H -5.01 -2.72 -4.33
H -6.62 -4.02 -5.42
H -7.98 -2.85 -5.40
H -9.02 -4.96 -5.34
H -9.09 -4.45 -3.66
H -6.49 -5.16 -2.70
H -6.47 -6.91 -2.92
H -7.61 -6.67 -0.88
H -8.91 -6.93 -2.08
H -10.61 -5.72 -1.01
H -10.17 -4.20 -0.20
H -9.50 -5.73 0.41


232
Properties=species:S:1:pos:R:3 method="wB97M-V/def2-TZVPD" homo_lumo_gap_ev=8.68 e_lumo_ev=0.18 e_above_lowest_kcal_mol=0.7 largest_force_ev_per_a=5.1
C 11.90 23.20 20.61
O 12.35 22.31 19.57
C 13.35 22.83 18.69
C 13.90 21.58 17.99
N 14.88 20.86 18.75
C 15.08 19.57 18.02
C 15.83 18.58 18.81
O 15.05 18.25 19.96
C 15.64 17.39 20.90
H 11.42 24.08 20.12
H 12.72 23.57 21.28
H 11.20 22.63 21.20
H 14.11 23.44 19.20
H 12.84 23.48 17.92
H 14.45 21.81 17.08
H 13.00 21.02 17.74
H 14.56 20.63 19.69
H 15.66 19.83 17.09
H 14.12 19.20 17.78
H 16.86 18.92 19.13
H 16.01 17.73 18.18
H 15.95 16.47 20.44
H 14.89 17.15 21.71
H 16.51 17.81 21.37
C 16.87 11.01 16.28
O 16.18 11.95 15.54
C 15.51 11.25 14.54
C 14.86 12.13 13.52
N 15.75 12.98 12.71
C 15.62 13.05 11.26
C 15.82 11.78 10.44
O 14.62 11.00 10.42
C 14.90 9.73 9.91
H 17.52 11.62 16.88
H 17.49 10.33 15.66
H 16.25 10.30 16.90
H 14.67 10.71 15.02
H 16.29 10.54 14.16
H 14.08 12.72 13.93
H 14.34 11.44 12.84
H 16.68 12.99 12.98
H 16.32 13.84 11.01
H 14.66 13.54 10.98
H 16.63 11.19 10.87
H 16.23 12.05 9.47
H 15.81 9.28 10.39
H 15.14 9.75 8.84
H 14.07 9.07 10.12
C 19.06 20.31 21.16
O 19.40 18.94 21.30
C 20.11 18.23 20.19
C 20.76 16.98 20.83
N 21.79 17.30 21.84
C 22.94 16.42 22.03
C 23.73 16.93 23.21
O 23.09 16.63 24.50
C 23.90 17.14 25.56
H 19.91 21.01 21.01
H 18.45 20.61 22.00
H 18.47 20.41 20.28
H 20.94 18.85 19.81
H 19.36 18.06 19.40
H 21.24 16.42 20.00
H 20.00 16.24 21.07
H 21.38 17.44 22.77
H 23.54 16.53 21.15
H 22.78 15.37 22.17
H 23.86 18.03 23.10
H 24.70 16.47 23.16
H 24.82 16.56 25.77
H 23.22 17.14 26.43
H 24.19 18.16 25.32
C 13.26 13.13 16.74
O 13.04 13.80 17.93
C 12.93 15.22 17.65
C 12.81 15.96 18.96
N 11.56 15.80 19.60
C 11.45 16.52 20.89
C 10.32 15.97 21.74
O 10.49 14.53 21.89
C 9.23 13.94 22.26
H 12.41 13.22 16.09
H 13.43 12.08 16.98
H 14.23 13.48 16.25
H 12.09 15.48 17.03
H 13.84 15.48 17.11
H 12.92 17.04 18.77
H 13.71 15.68 19.59
H 11.43 14.86 19.78
H 11.26 17.60 20.65
H 12.41 16.52 21.42
H 9.37 16.21 21.28
H 10.31 16.41 22.71
H 9.42 12.89 22.29
H 8.49 14.22 21.55
H 9.00 14.33 23.26
C 17.61 14.20 18.47
O 17.55 13.17 19.12
N 16.99 14.42 17.35
N 18.18 15.32 18.92
H 16.70 13.61 16.90
H 16.98 15.28 16.80
H 18.65 16.00 18.30
H 18.68 15.14 19.78
C 17.56 16.37 24.13
O 17.53 15.14 24.20
N 16.46 17.12 24.30
N 18.74 17.05 23.94
H 16.51 18.10 24.12
H 15.57 16.59 24.26
H 19.52 16.46 23.77
H 18.81 18.05 23.81
C 20.02 13.47 22.30
O 20.93 13.12 21.52
N 18.73 13.56 21.88
N 20.26 13.91 23.61
H 18.50 13.19 20.95
H 18.11 14.07 22.57
H 19.53 14.28 24.23
H 21.15 13.73 24.00
C 19.43 15.22 13.47
O 18.79 14.63 12.60
N 19.49 14.66 14.77
N 20.06 16.32 13.30
H 20.10 14.90 15.56
H 18.90 13.82 14.86
H 19.82 16.91 12.48
H 20.35 16.80 14.15
C 14.25 14.50 22.59
O 14.05 15.65 23.14
N 15.27 13.65 22.94
N 13.27 13.97 21.76
H 16.11 14.09 23.24
H 15.39 12.93 22.21
H 13.30 12.99 21.47
H 12.35 14.38 21.74
C 19.59 17.98 16.66
O 19.66 16.82 17.05
N 18.51 18.46 16.06
N 20.64 18.86 16.87
H 17.58 18.01 16.17
H 18.35 19.44 15.76
H 21.53 18.47 17.06
H 20.61 19.77 16.51
C 17.75 11.19 24.57
O 18.92 11.48 24.86
N 16.67 11.63 25.22
N 17.52 10.36 23.47
H 15.84 11.05 25.25
H 16.88 12.15 26.04
H 16.83 10.78 22.78
H 18.39 10.09 23.04
C 15.45 16.41 15.07
O 15.49 17.21 15.97
N 14.26 15.82 14.73
N 16.52 16.00 14.31
H 14.15 15.24 13.91
H 13.47 16.32 15.07
H 17.39 16.46 14.54
H 16.45 15.21 13.65
C 18.06 22.68 18.49
C 17.67 21.69 17.44
O 18.74 21.36 16.52
H 17.32 22.75 19.30
H 18.24 23.71 18.07
H 18.98 22.31 18.96
H 16.81 22.06 16.89
H 17.31 20.74 17.90
H 19.08 22.23 16.19
C 20.02 10.37 20.37
C 18.98 9.39 19.73
O 18.52 9.91 18.39
H 19.52 11.16 20.94
H 20.72 10.73 19.61
H 20.52 9.83 21.17
H 18.13 9.36 20.39
H 19.39 8.40 19.54
H 18.79 10.85 18.37
C 15.64 21.16 23.52
C 16.74 21.21 24.55
O 17.23 19.90 24.71
H 15.06 20.27 23.66
H 15.98 21.19 22.46
H 14.92 21.96 23.75
H 16.36 21.60 25.54
H 17.53 21.97 24.22
H 17.67 19.82 25.58
C 14.32 9.81 20.54
C 14.97 11.06 19.94
O 15.79 11.56 20.98
H 13.68 10.19 21.39
H 15.09 9.20 20.99
H 13.59 9.22 19.91
H 14.28 11.82 19.59
H 15.61 10.79 19.09
H 16.58 11.89 20.48
C 9.24 11.18 19.90
C 10.28 12.20 19.74
O 10.83 12.09 18.47
H 8.38 11.37 19.29
H 8.88 11.37 20.94
H 9.62 10.18 19.89
H 11.00 12.11 20.54
H 9.85 13.20 19.82
H 11.52 12.76 18.36
C 21.25 9.59 15.34
C 20.94 8.17 15.75
O 20.36 8.19 17.08
H 20.33 10.19 15.34
H 21.61 9.65 14.36
H 21.94 10.09 16.04
H 21.82 7.54 15.79
H 20.20 7.75 15.05
H 19.66 8.84 17.08
C 20.84 13.37 18.18
C 22.26 13.14 18.68
O 22.52 14.13 19.56
H 20.12 13.17 18.95
H 20.60 12.83 17.31
H 20.68 14.44 17.94
H 22.95 13.27 17.84
H 22.49 12.07 19.05
H 22.02 13.89 20.41
C 23.27 15.83 15.39
C 23.35 16.37 16.76
O 23.95 17.76 16.66
H 22.64 14.98 15.23
H 24.24 15.41 15.09
H 23.07 16.61 14.66
H 23.91 15.73 17.44
H 22.43 16.58 17.23
H 24.76 17.70 16.17